1.
Molecular formula: C3H7PS
Method: DFT, ωB97M-V with the def2-TZVPD basis set

Output
* LUMO energy (alpha / beta): -1.60 / -1.61 eV
* orbital gap (alpha / beta): 5.20 / 5.18 eV
* HOMO energy (alpha / beta): -0.250 / -0.250 Ha

```
12
Properties=species:S:1:pos:R:3:forces:R:3
C 0.277900 -0.125603 -1.514494 -4.7 -0.7 2.0
C -1.660694 0.300106 1.158567 -3.7 2.0 0.8
C 1.306719 0.326650 -0.638092 1.1 -0.4 0.8
P -2.184699 -0.421878 -0.380144 2.9 0.1 -2.9
S 1.686538 -0.948054 0.770084 -0.7 1.7 0.5
H 0.339146 -0.198826 -2.585243 0.4 -0.1 -0.3
H -0.631427 0.301451 1.179624 2.2 -0.7 1.0
H -1.951257 1.415181 1.255748 0.3 -1.5 -0.3
H -2.295691 -0.245088 1.919244 1.5 0.5 -0.2
H 2.317940 0.334569 -1.119687 -0.8 1.2 0.5
H 0.879159 1.214458 -0.041209 1.3 -1.0 -1.0
H 1.916366 -1.952963 -0.004399 0.2 -1.1 -1.0
```
Forces are in eV/Å.

***

2.
Molecular formula: C43H109F3N7O18
Method: DFT, ωB97M-V with the def2-TZVPD basis set

Output
* total charge: +3
* LUMO energy: -6.74 eV
* orbital gap: 5.50 eV
* HOMO energy: -0.450 Ha

```
180
Properties=species:S:1:pos:R:3:forces:R:3
N 2.150733 -15.757249 -7.843361 -1.8 0.5 -0.8
O 1.957008 -14.801374 -8.608642 0.3 0.3 0.4
O 2.604466 -16.806421 -8.286635 0.9 -1.1 0.1
O 1.723667 -15.696746 -6.655900 0.4 -0.1 0.6
C 0.742952 -15.805293 -12.353791 3.1 -1.1 0.3
O 0.275253 -17.084082 -11.860806 -1.8 0.2 -0.8
O 1.352620 -15.957500 -13.546112 -1.8 0.5 0.4
C -0.335921 -14.698562 -12.177796 0.2 -1.5 0.0
F -1.487595 -15.065176 -12.742654 -0.3 0.4 -0.3
F -0.622135 -14.508109 -10.853318 0.2 0.3 -0.3
F 0.066055 -13.529716 -12.685462 -0.2 0.0 0.1
C 0.297727 -17.298774 -10.484098 -0.2 -0.8 0.4
C -0.675447 -18.413402 -10.083878 0.4 -0.6 -0.1
H -0.659508 -18.586456 -9.003229 0.1 0.3 0.1
H -1.718622 -18.273355 -10.366029 0.1 0.2 -0.3
H -0.305439 -19.353764 -10.499848 -0.3 -0.1 -0.3
H 0.040644 -16.449471 -9.847749 0.5 0.4 -0.4
H 1.299962 -17.682006 -10.266238 0.1 0.4 0.6
H 1.564306 -15.643858 -11.626700 -0.6 1.0 0.5
C 1.479262 -10.332896 -3.339612 0.5 0.2 -0.3
C 1.479975 -11.857136 -3.463188 0.6 -0.2 0.2
C 1.410188 -12.265605 -4.930795 0.5 0.4 0.1
O 2.621252 -12.389216 -2.845082 0.4 -0.6 -1.1
H 1.903047 -10.046177 -2.375935 -0.9 -0.1 0.4
H 0.516159 -9.886409 -3.589123 0.0 0.1 0.4
H 2.213114 -9.849687 -3.997982 -0.2 -0.4 -0.6
H 0.547981 -12.224261 -3.006101 -0.1 0.0 0.5
H 1.474728 -13.347235 -5.079621 -0.2 -0.1 0.1
H 2.316847 -11.841541 -5.366727 -0.3 0.0 -0.4
H 0.524897 -11.856777 -5.424452 0.0 -0.1 -0.2
C 3.933830 -19.659349 -9.286799 0.2 2.3 0.3
O 4.138113 -20.894885 -9.891634 -0.8 -0.9 0.3
C 2.987952 -21.728835 -9.817994 0.3 0.0 -1.3
C 3.413387 -23.026960 -10.500306 0.2 -0.7 1.1
N 4.676536 -23.551344 -9.797803 -0.6 0.2 -0.1
H 5.358603 -22.791177 -9.730044 0.4 0.0 -0.8
H 4.500349 -23.702124 -8.805633 -0.4 -0.4 0.0
C 5.198737 -24.815737 -10.454781 0.0 0.6 0.1
C 6.594514 -25.121445 -9.927863 -0.1 -0.1 -0.6
O 7.310347 -23.936890 -10.183061 -0.7 -0.5 -0.2
C 8.679453 -23.921635 -9.841980 0.1 0.1 1.3
H 3.026398 -19.109945 -9.562583 -0.4 -0.7 -0.2
H 4.678752 -18.943399 -9.640300 0.4 -0.4 0.1
H 3.974078 -19.663433 -8.193437 0.0 -0.4 0.0
H 2.142205 -21.275609 -10.344653 0.1 0.0 -0.4
H 2.548157 -21.882346 -8.825902 0.7 -0.1 0.5
H 3.665729 -22.991234 -11.557256 0.0 0.6 0.1
H 2.680373 -23.825477 -10.380963 -0.1 0.1 0.0
H 5.208511 -24.595353 -11.520760 0.3 0.0 0.0
H 4.431483 -25.571689 -10.296383 0.2 -0.2 0.2
H 7.032036 -25.962940 -10.471313 -0.1 -0.1 -0.2
H 6.555820 -25.449456 -8.883147 0.2 0.4 0.3
H 8.977921 -22.912939 -10.114815 0.5 -0.3 0.0
H 9.318864 -24.715254 -10.234297 -0.4 0.1 -0.8
H 8.751374 -24.078826 -8.759235 0.2 0.4 0.1
C 2.330378 -16.103728 -0.072204 -0.4 0.3 1.2
O 3.052911 -15.987995 -1.266439 0.3 -0.1 -0.3
C 2.230671 -16.136523 -2.383520 -0.2 -0.4 -0.1
C 3.051244 -16.210284 -3.639810 0.6 0.9 -1.3
N 3.871467 -14.948407 -3.781045 -0.5 0.1 1.2
H 3.188316 -14.176895 -3.698310 -0.3 1.0 0.5
H 4.360784 -14.878220 -2.887960 0.5 0.2 -0.1
C 4.705429 -14.601636 -4.979742 -0.1 -0.8 1.0
C 5.945068 -15.497595 -5.136617 -0.1 0.3 -1.8
O 5.740781 -16.869274 -5.313200 0.3 -0.9 1.2
C 4.961304 -17.378887 -6.375198 -0.3 0.4 0.1
H 2.020344 -17.128350 0.150300 0.1 -0.1 -0.3
H 1.444826 -15.461509 -0.041206 -0.1 0.0 -0.4
H 2.931513 -15.752968 0.765885 0.3 -0.1 -0.2
H 1.490773 -15.329619 -2.424714 0.1 0.2 -0.1
H 1.660876 -17.074545 -2.368356 0.0 -0.1 0.3
H 2.389446 -16.158642 -4.506915 0.0 -0.5 -0.1
H 3.772705 -17.021622 -3.716761 -0.3 -0.3 0.2
H 5.025346 -13.587683 -4.753727 0.1 0.0 -0.3
H 3.961036 -14.551699 -5.773640 0.4 -0.2 -0.4
H 6.669084 -15.348967 -4.335216 -0.3 -0.3 0.4
H 6.494499 -15.176837 -6.031744 -0.2 0.6 -0.1
H 5.068357 -18.463565 -6.394821 0.2 0.0 0.4
H 5.278893 -17.055238 -7.369803 -0.1 0.5 0.1
H 3.913293 -17.144706 -6.181632 -0.1 0.1 -0.5
C -3.966919 -13.867800 -9.711009 -0.7 -0.3 0.2
O -2.943305 -14.324015 -8.824924 -0.6 0.2 0.5
C -2.801594 -15.732340 -8.775968 1.0 1.7 -0.6
C -1.666357 -15.978325 -7.798401 -1.2 -0.7 1.2
N -2.100946 -15.539984 -6.375382 -0.4 0.3 -0.8
H -3.012737 -15.076487 -6.435274 0.0 0.6 -0.2
H -2.310464 -16.347021 -5.793957 0.4 -0.2 0.1
C -1.194093 -14.586523 -5.679918 0.5 0.7 -0.3
C -1.930503 -13.948455 -4.516405 1.1 -0.8 0.5
O -3.110795 -13.407247 -4.996060 -0.4 0.0 -0.6
C -4.203092 -13.380542 -4.083209 -0.4 0.8 -0.8
H -4.815482 -14.558296 -9.754711 0.2 -0.4 0.0
H -3.610028 -13.732787 -10.731191 0.2 0.2 0.1
H -4.431583 -12.976107 -9.294071 0.5 0.3 -0.1
H -2.464822 -16.003643 -9.780415 -0.1 -0.8 0.1
H -3.745654 -16.202825 -8.487539 0.0 -0.3 0.0
H -0.739692 -15.449603 -8.006183 0.0 -0.2 -0.2
H -1.584622 -17.057266 -7.679104 0.7 0.0 -0.3
H -0.885219 -13.801600 -6.372884 -0.5 -0.1 -0.4
H -0.228496 -15.052830 -5.483729 -0.3 -0.3 0.5
H -1.241288 -13.216736 -4.083184 -0.2 0.2 0.0
H -2.080612 -14.711271 -3.741334 -0.3 0.0 0.1
H -4.940897 -12.680146 -4.478407 0.3 0.3 -0.1
H -3.860841 -12.972534 -3.133564 -0.3 -0.6 0.3
H -4.763795 -14.316661 -4.128297 0.5 -0.3 0.8
C 7.158853 -7.444103 -2.522204 -0.1 -0.2 0.0
O 6.315277 -8.468527 -2.997605 -0.3 -1.4 -0.7
C 5.867808 -9.479773 -2.087519 0.5 2.1 0.1
C 4.607541 -10.069702 -2.676134 1.1 -1.2 0.4
N 5.017208 -11.080991 -3.759438 0.8 1.2 -0.2
H 5.633747 -11.736966 -3.286412 0.1 0.0 0.0
H 4.141313 -11.615325 -3.917135 -0.7 -0.2 -0.1
C 5.731540 -10.525910 -5.030018 -1.4 -0.2 1.4
C 5.564969 -11.458268 -6.181184 0.3 0.1 -1.9
O 4.243945 -11.824082 -6.402659 -1.3 0.5 1.1
C 3.880226 -12.306169 -7.670434 0.9 -1.0 -0.7
H 7.557191 -7.016400 -3.440242 0.2 0.3 0.3
H 7.960186 -7.834311 -1.890675 0.1 0.1 -0.1
H 6.565641 -6.713221 -1.967588 0.2 0.1 0.0
H 5.792582 -8.948697 -1.134197 -1.0 -0.4 0.2
H 6.636572 -10.227147 -1.858399 0.1 -0.3 -0.5
H 3.898090 -9.360053 -3.090477 0.4 0.0 0.0
H 4.116426 -10.749113 -1.977635 -0.3 0.3 0.1
H 6.781138 -10.308250 -4.847492 -0.1 -0.2 0.4
H 5.245372 -9.568746 -5.209300 -0.1 -0.1 -0.1
H 6.193851 -12.355838 -6.171177 0.3 0.1 0.3
H 5.868758 -10.846835 -7.040311 0.5 -0.2 -0.1
H 4.158331 -13.363921 -7.757957 0.1 -0.1 0.0
H 4.429935 -11.801616 -8.469983 -0.2 0.3 0.0
H 2.810552 -12.308714 -7.867538 0.0 0.5 0.5
C 1.785060 -26.471794 -8.469735 -1.0 -0.4 -0.7
O 1.271878 -25.364419 -9.228752 1.5 0.7 0.2
C -0.051059 -25.012194 -8.990088 -1.5 -1.0 0.2
C -0.271536 -23.770158 -8.121624 2.1 -0.2 -0.4
N 0.315088 -23.978580 -6.724429 -1.9 0.3 -0.9
H -0.056602 -24.890170 -6.461413 0.4 -0.1 0.5
H 1.329550 -23.979563 -6.675384 0.1 -0.2 -0.4
C -0.213528 -22.929201 -5.734693 2.8 -1.5 0.1
C 0.686751 -21.694313 -5.757160 -0.8 1.0 -0.4
O 0.843261 -21.110518 -7.039907 -0.5 0.0 0.7
C 1.181855 -19.725856 -6.890834 0.4 0.4 -0.8
H 1.665865 -26.297556 -7.399985 0.2 -0.2 0.1
H 2.810905 -26.716844 -8.736980 0.1 0.7 0.0
H 1.228811 -27.349323 -8.806060 -0.1 -0.2 0.5
H -0.595910 -25.864440 -8.560291 0.1 -0.1 0.4
H -0.583412 -24.948816 -9.942244 0.2 0.7 -0.1
H -1.318486 -23.518853 -7.978534 0.0 0.1 -0.2
H 0.354951 -22.955259 -8.482049 -0.7 0.3 -0.4
H 0.160689 -23.473303 -4.863811 -1.2 0.6 0.9
H -1.288058 -22.901106 -5.876900 0.1 0.5 0.3
H 1.691634 -21.836590 -5.346429 -0.1 -0.7 0.2
H 0.222044 -20.959560 -5.092651 -0.2 -0.1 0.2
H 1.519216 -19.418173 -7.878290 0.1 0.3 0.2
H 1.962892 -19.536230 -6.150017 0.3 -0.4 -0.1
H 0.363103 -19.067972 -6.588936 -0.4 -0.4 -0.1
C 0.601798 -10.904371 -14.405195 -0.3 1.5 -0.4
O 1.819972 -11.616734 -14.310896 -0.7 0.1 0.7
C 1.852855 -12.656750 -15.221731 0.7 -1.7 -1.2
C 3.131873 -13.537511 -15.041287 0.3 -0.1 0.2
N 3.181325 -14.306355 -13.740541 1.4 2.8 0.1
H 2.398762 -14.987426 -13.696510 -2.3 -1.2 0.4
H 3.959180 -14.963040 -13.654702 0.5 0.5 -0.2
C 3.211209 -13.377490 -12.537129 1.7 -0.5 0.4
C 3.674493 -14.193168 -11.309483 -0.7 -1.6 -0.2
O 4.599380 -15.200013 -11.794254 -0.9 0.1 0.7
C 4.463650 -16.394248 -11.059954 0.5 -1.7 -0.7
H 0.541782 -10.337107 -15.340307 0.2 -0.3 -0.3
H 0.564682 -10.101753 -13.669090 0.3 -0.4 0.4
H -0.330922 -11.465873 -14.329625 0.3 -0.6 0.2
H 1.787861 -12.276022 -16.248596 0.7 0.2 -0.1
H 0.982015 -13.323912 -15.233334 -0.1 0.0 0.9
H 4.058940 -12.969446 -15.117408 -0.2 0.4 0.3
H 3.271018 -14.300672 -15.806903 -0.7 0.1 -0.2
H 2.266307 -12.847047 -12.495077 0.1 -0.3 0.4
H 4.016214 -12.648409 -12.633792 -0.2 0.2 -0.9
H 2.816633 -14.723466 -10.890850 0.2 0.2 0.2
H 4.192166 -13.756389 -10.456032 -0.3 1.1 -0.3
H 4.942377 -17.141053 -11.699046 0.4 -0.1 0.3
H 3.471255 -16.832152 -10.913705 -0.5 0.9 -0.3
H 4.901442 -16.440944 -10.058738 0.4 0.7 0.0
```
Forces are in eV/Å.